The following is a DFT calculation (ωB97M-V/def2-TZVPD) of C32H49BrClO2PSn as an isolated structure.

```
87
Properties=species:S:1:pos:R:3:lowdin_charge:R:1
C 3.090 -0.314 -0.793 -0.22
H -0.802 -5.587 3.230 0.11
C -1.924 2.042 -1.371 -0.21
C 0.229 -3.912 2.358 -0.21
H 1.106 -4.542 2.148 0.11
C -1.917 -3.528 1.109 -0.12
H 0.645 -2.954 2.722 0.07
H 1.201 3.289 -2.356 0.11
C -0.291 -0.569 -2.470 -0.43
C -1.926 0.949 3.803 -0.52
H 2.514 -0.161 -3.488 0.10
H -0.081 2.703 -3.420 0.10
H -2.225 -1.024 -4.467 0.12
H 0.226 -3.872 -3.430 0.11
H 0.361 -2.395 -5.343 0.11
C -0.395 2.225 -1.328 -0.48
C 4.191 1.155 -3.120 -0.20
C 2.281 0.767 -1.544 -0.44
C -0.563 -3.708 1.099 -0.11
H 6.106 0.570 -2.310 0.11
Sn 0.338 0.903 1.672 0.72
C -2.768 -3.904 2.285 -0.20
O -1.567 -0.375 3.659 -0.13
H -2.515 5.422 -1.992 0.11
H -0.089 -4.494 4.426 0.11
C 0.085 3.231 6.025 -0.11
C -1.178 -0.981 -4.800 -0.19
P 0.457 0.555 -1.173 0.99
H -2.452 -3.243 0.196 0.10
H -3.131 -4.940 2.162 0.12
O -2.559 1.534 2.935 0.04
C -0.079 2.636 7.285 -0.06
C -0.420 -0.002 -3.890 -0.21
H -0.152 2.711 -0.361 0.04
C -1.972 -3.823 3.598 -0.20
H 5.146 -0.870 -0.439 0.11
C -1.266 -0.706 2.290 -0.32
C -1.494 0.928 6.298 0.00
C -2.626 3.400 -1.240 -0.19
H -1.804 -2.770 3.854 0.09
H -0.944 0.963 -3.885 0.09
H -2.089 0.015 6.366 0.13
H 2.508 1.752 -1.092 0.12
C -0.629 -4.532 3.472 -0.20
H -3.667 -3.275 2.343 0.11
H 2.111 1.562 -3.572 0.10
H 4.485 1.151 -4.177 0.11
H 0.426 3.066 8.150 0.11
H -2.157 -0.591 1.659 0.06
H 4.826 0.858 -0.289 0.12
C 0.112 3.152 -2.434 -0.21
H -1.181 -0.583 -5.822 0.11
H -2.554 -4.268 4.414 0.11
C 4.597 -0.034 -0.887 -0.19
H -3.705 3.257 -1.374 0.11
H 4.344 2.176 -2.744 0.11
C -1.359 1.547 5.044 -0.16
H -0.293 5.126 -3.197 0.11
C -0.588 -2.396 -4.791 -0.20
H -2.267 1.375 -0.564 0.11
H -0.817 -1.693 2.281 0.00
H 2.872 -1.298 -1.238 0.11
C -2.114 4.435 -2.251 -0.20
H -1.314 -3.179 -2.911 0.11
Br -0.180 3.473 3.151 0.71
C 5.079 0.188 -2.326 -0.20
C -0.878 1.492 7.413 -0.07
H -2.217 1.564 -2.319 0.11
H 2.789 -0.374 0.265 0.05
C -0.553 2.686 4.916 -0.50
H -0.206 5.031 -1.438 0.11
H -1.318 -0.708 -2.077 0.11
Cl 1.875 -0.342 3.074 -0.10
H -2.514 4.192 -3.245 0.11
C -0.583 4.517 -2.334 -0.19
H -1.259 -3.073 -5.333 0.11
C -0.347 -2.938 -3.375 -0.19
H 5.114 -0.777 -2.849 0.11
H 0.008 -3.662 0.165 0.08
H -1.008 1.032 8.394 0.11
H 0.578 0.188 -4.310 0.10
C 2.697 0.816 -3.016 -0.22
H 0.716 4.109 5.905 0.10
H 0.462 -2.344 -1.451 0.09
C 0.400 -1.945 -2.475 -0.21
H -2.476 3.775 -0.217 0.12
H 1.436 -1.837 -2.836 0.10
```

Lowest unoccupied orbital energy: 0.38 eV
Orbital gap: 7.21 eV
HOMO energy: -6.833 eV
2S+1: 1
E: -135759.8559 eV
Largest force on an atom: 2.09 eV/Å

The following is a DFT calculation (ωB97M-V/def2-TZVPD) of a 3-piece molecular cluster, C47H54FNO16P6S overall.

```
126
Properties=species:S:1:pos:R:3:lowdin_charge:R:1
C -7.611 5.854 5.124 0.00
C -0.737 -1.255 -6.739 -0.26
C -0.386 0.198 6.650 -0.09
O -0.123 -0.088 1.131 -0.12
P 1.687 -5.330 0.577 0.47
C 4.161 -3.081 -2.763 -0.17
H 0.118 -7.309 -0.698 0.07
H 4.177 0.439 -0.148 0.05
N 2.947 -0.821 -2.869 -0.24
C 2.141 -2.556 -1.173 -0.30
H -2.188 -2.538 -7.672 0.07
H 0.475 -3.461 -4.405 0.04
H 1.726 -1.671 4.021 0.08
H -1.141 3.128 2.293 0.11
H 1.894 -7.160 -2.187 -0.07
P 5.237 -3.560 -1.382 0.42
H 5.011 -5.607 -2.064 0.05
C 1.145 -1.150 4.759 -0.05
H 1.550 4.322 -5.779 0.08
H 2.187 -0.537 -0.341 0.08
H -0.925 -4.729 -1.960 0.11
C -1.106 5.169 7.787 -0.05
O 1.320 3.007 5.158 0.10
C 3.217 2.138 -6.243 -0.05
C -7.307 6.646 2.475 0.00
O -5.589 4.272 6.235 0.11
H -9.151 7.697 2.740 0.11
H -2.719 2.529 9.170 0.12
C -6.349 5.835 3.070 -0.08
H 1.860 0.786 4.180 0.12
H -1.025 -7.126 -2.030 0.11
H 0.051 -1.672 -4.788 0.11
O 5.036 -2.929 -0.085 -0.24
H 3.598 -0.145 -4.768 0.08
F -1.776 -6.911 -0.192 -0.06
O 1.651 0.327 -4.426 -0.04
C 1.066 3.353 -5.703 -0.06
C 0.316 -1.857 5.625 -0.04
C 0.075 -0.994 -5.635 0.02
H 2.503 -1.513 -4.807 0.13
H -1.325 -0.558 -8.673 0.11
O -0.827 -2.457 0.482 -0.11
C 0.915 1.041 -6.622 -0.13
H 6.437 0.660 -2.746 0.04
C -4.259 4.216 4.291 -0.07
H -2.656 4.998 9.263 0.11
H 0.073 1.477 -8.549 0.11
C -1.242 0.905 7.642 -0.28
C -3.256 3.483 4.911 0.02
O 4.544 -0.194 -0.771 -0.28
H 0.528 -5.593 1.318 0.01
C -5.460 4.613 5.078 -0.28
H -1.096 -1.733 7.238 0.12
H -0.852 -4.821 -0.230 0.08
C 0.460 0.908 5.793 -0.10
H 2.828 -2.859 -0.385 0.10
H -1.360 2.535 4.678 0.08
C 1.219 0.229 4.849 0.01
H -3.353 3.222 5.957 0.11
P 1.996 -5.795 -2.464 0.89
C 0.905 0.124 -5.564 -0.23
C -6.495 5.447 4.404 -0.08
C -0.269 4.491 6.917 0.00
H 3.817 2.772 -6.891 0.08
O 1.000 -4.128 -4.866 -0.17
H -2.314 -2.481 -5.935 0.09
O 1.029 -3.437 -1.401 -0.17
H -7.182 6.951 1.446 0.12
H 0.801 -0.877 -1.426 0.11
C -8.409 7.060 3.203 -0.06
O -1.968 0.292 8.396 0.11
H -0.991 -3.377 -6.708 0.07
H 3.393 2.451 -5.219 0.08
O -5.077 5.678 1.092 0.10
H 0.261 -2.936 5.556 0.11
O 5.153 -5.145 -1.229 -0.16
H 6.140 -1.085 -2.821 0.01
C -0.446 -1.187 6.568 0.00
C -2.138 3.099 4.194 -0.03
H 3.548 1.122 -6.427 0.07
C -1.994 4.465 8.594 -0.05
H -2.924 4.439 1.183 0.12
C -4.132 4.569 2.944 -0.08
C -3.012 4.169 2.226 0.00
H 2.160 -2.631 -3.213 0.10
C -0.713 -0.356 -7.809 -0.03
S 2.798 -6.947 0.507 0.15
H 1.122 3.006 -4.673 0.08
H -9.432 6.976 5.089 0.11
O 1.439 -6.544 -5.289 -0.14
C -0.426 -5.232 -1.143 -0.22
O 1.239 -2.063 1.942 -0.26
H 4.767 -2.544 -3.488 0.08
C -2.034 3.082 8.543 -0.01
P 4.156 0.306 -2.272 0.89
C -8.565 6.658 4.525 -0.06
O -0.678 -5.887 -4.097 -0.29
H 0.419 5.032 6.283 0.12
C -0.713 -6.717 -1.076 -0.23
C 1.463 -1.274 -0.659 -0.14
P 0.459 -1.564 0.808 0.47
H 6.922 -3.786 -2.704 0.08
C 5.752 -0.107 -3.091 -0.24
H 0.015 3.439 -5.959 0.08
C -0.317 3.105 6.849 -0.12
H -1.072 6.249 7.835 0.11
H -1.085 -0.093 1.172 0.07
C 2.886 -2.244 -2.502 -0.29
H 5.675 -0.003 -4.169 0.03
H 3.889 -3.990 -3.292 0.04
C 0.558 2.390 5.874 -0.32
C -2.017 3.435 2.850 -0.04
C -1.193 2.397 7.675 -0.09
C 1.081 -4.817 -1.119 -0.78
C 1.731 2.314 -6.607 -0.36
H 2.357 -6.307 -5.473 0.08
C -1.606 -2.481 -6.758 -0.04
C -5.177 5.385 2.265 -0.28
C 2.744 -0.597 -4.270 -0.25
O 6.735 -3.274 -1.909 -0.13
P 0.747 -5.575 -4.235 0.26
C 0.092 0.780 -7.725 -0.02
H 1.708 2.718 -7.616 0.12
H -1.608 -1.962 0.216 0.09
H 2.422 -4.277 1.131 -0.01
H -7.723 5.541 6.153 0.12
```

Lowest unoccupied orbital energy: -0.99 eV
Orbital gap: 7.79 eV
HOMO energy: -8.779 eV
2S+1: 1
E: -153158.7740 eV
Largest force on an atom: 1.96 eV/Å

The following is a DFT calculation (ωB97M-V/def2-TZVPD) of C24H42AsAuF5N7O3P2S as an isolated structure.

```
86
Properties=species:S:1:pos:R:3:lowdin_charge:R:1
P -1.059 -0.458 2.927 0.51
H -4.559 -0.381 3.513 0.10
C 1.165 -3.037 1.551 -0.08
P -1.496 -2.528 0.984 0.47
H 2.110 -2.854 1.035 0.09
H -4.503 -4.229 0.776 0.10
H 0.064 2.361 -3.805 0.03
H -6.514 -2.696 -2.842 0.12
H -2.987 -5.297 2.552 0.10
H -3.458 1.773 4.048 0.10
C -5.832 1.362 -0.746 -0.01
H -0.675 -3.802 -1.148 0.06
O -1.323 -2.015 2.498 -0.26
N -1.414 1.739 -0.497 -0.01
H 2.876 -0.745 -3.894 0.04
H 2.529 -0.234 -5.562 0.05
C -2.671 1.565 3.323 -0.07
H 2.726 0.986 -4.285 0.04
C -1.805 4.060 -0.824 -0.02
C -5.880 -1.854 -2.592 -0.11
F 1.601 1.617 -2.152 0.03
As 0.438 -0.134 -4.180 0.85
H -0.530 1.835 -5.399 0.06
H -2.880 2.123 2.406 0.08
F 2.638 -0.919 -1.329 0.03
C -3.647 2.576 -0.431 -0.19
C -0.963 2.962 -0.747 -0.13
H -5.589 3.160 0.260 0.12
C -3.830 -0.510 2.706 -0.08
H 0.101 3.077 -0.857 0.09
H 0.292 -2.157 -5.669 0.05
C 0.215 -3.864 -0.522 -0.14
H -1.772 -5.802 1.367 0.10
H 1.533 -1.167 5.007 0.09
C 2.352 -0.011 -4.509 -0.20
F 2.802 -0.108 0.675 0.12
H -6.894 1.379 -0.533 0.12
H 1.426 0.136 3.799 0.07
H 1.043 0.459 5.505 0.10
H -2.223 -1.227 5.221 0.08
H -0.130 -0.682 -6.581 0.06
C -3.834 -0.896 -2.758 -0.22
N 0.092 -2.935 0.584 -0.32
N -4.632 -1.909 -3.022 0.09
C -5.079 2.365 -0.272 -0.02
F 2.336 2.408 -0.287 0.19
C -3.164 3.868 -0.660 0.02
H 1.086 -3.599 -1.127 0.07
C -1.202 -1.051 5.550 -0.07
H -3.679 -3.192 -0.414 0.06
H -4.250 -0.080 1.790 0.08
C -6.349 -0.780 -1.856 0.02
O -0.154 0.237 1.990 -0.31
N -4.187 0.160 -2.063 0.13
H -1.485 1.489 -3.934 0.04
H -0.796 -1.979 5.958 0.10
S -0.188 -1.338 -2.514 0.40
H -1.720 1.908 3.729 0.09
H -1.205 -0.302 6.344 0.10
C -5.423 0.238 -1.572 -0.26
C 0.977 -0.277 4.700 -0.08
Au -0.064 -0.207 -0.312 0.97
N -0.405 -0.606 4.429 -0.30
H 1.213 -4.032 2.009 0.10
H -2.996 0.545 -0.053 0.07
H -7.367 -0.727 -1.506 0.12
C -2.118 -4.964 1.980 -0.07
C 2.127 0.038 -0.485 -0.36
H -1.332 -4.670 2.674 0.08
C -0.255 -1.212 -5.634 -0.24
H -3.851 4.699 -0.710 0.13
C -0.474 1.581 -4.338 -0.20
N -2.593 0.139 3.069 -0.29
H -3.376 -4.945 -0.396 0.10
O -2.081 -1.512 0.093 -0.33
C 2.475 1.388 -1.118 -0.58
H 0.340 -4.894 -0.171 0.10
H 1.049 -2.284 2.330 0.07
N -2.491 -3.833 1.156 -0.30
C -2.710 1.548 -0.323 -0.13
H -1.395 5.040 -1.001 0.12
F 3.679 1.450 -1.672 0.20
H -2.814 -0.948 -3.122 0.04
H -1.313 -1.423 -5.468 0.04
H -3.663 -1.572 2.541 0.07
C -3.572 -4.067 0.225 -0.08
```

Lowest unoccupied orbital energy (alpha / beta): -8.37 / -8.37 eV
Orbital gap (alpha / beta): 5.03 / 5.03 eV
Charge: +2
HOMO energy (alpha / beta): -13.396 / -13.396 eV
2S+1: 1
E: -149663.6490 eV
Largest force on an atom: 3.14 eV/Å

The following is a DFT calculation (ωB97M-V/def2-TZVPD) of C24H45IN2O8P2S2 as an isolated structure.

```
84
Properties=species:S:1:pos:R:3:lowdin_charge:R:1
C 2.917 0.951 -3.979 -0.03
H -2.537 -4.688 -3.897 0.05
C 1.978 1.619 -2.957 -0.49
C 0.945 2.336 -3.831 -0.04
H 1.329 0.263 9.488 0.03
C 2.578 2.690 6.309 -0.15
H 1.448 2.984 -4.548 0.09
H 2.378 0.218 -4.583 0.09
H 0.340 1.623 -4.394 0.08
H 4.528 1.549 -1.633 0.11
H 3.496 -1.682 -0.704 0.09
H -5.552 -3.340 -1.111 0.08
O -3.721 -1.660 -1.441 -0.01
C 2.949 1.107 -0.211 -0.13
C -1.084 1.002 7.080 -0.30
H 3.325 1.700 -4.659 0.09
O 2.165 2.082 3.581 -0.27
H -3.514 -3.237 -5.417 0.10
H -4.010 -0.541 -4.068 0.13
C -3.962 -3.583 -2.600 -0.50
C 1.308 -0.739 0.035 -0.06
H -2.507 -5.159 -2.199 0.09
C -1.746 -0.410 -2.713 -0.05
H 4.155 2.859 -0.536 0.12
H 0.275 2.968 -3.249 0.08
H -5.381 -4.967 -1.735 0.09
H 2.674 -1.668 -2.256 0.09
C -4.821 -4.081 -1.435 -0.05
C -3.324 -1.326 -4.402 -0.13
N -3.045 -2.484 -2.182 -0.07
H -3.828 -5.651 -3.253 0.09
H 2.045 3.323 -1.628 0.13
H -1.502 0.385 6.285 -0.01
I -0.004 0.168 3.580 1.13
C -4.889 -3.167 -3.746 -0.14
H 3.310 3.317 -2.834 0.12
H -1.491 0.586 8.008 0.04
C -3.153 -4.828 -3.013 -0.04
H 3.652 0.634 0.479 0.12
C -1.171 -2.483 -3.828 -0.03
O 3.344 -0.176 3.191 -0.25
H -1.381 2.046 6.980 0.02
P -0.114 3.316 4.209 0.16
H 0.713 -1.511 -0.459 0.09
O -0.108 3.556 2.609 -0.21
C 1.417 1.131 8.834 -0.28
H -0.611 -2.975 -3.030 0.09
H -0.480 -1.811 -4.338 0.08
H 0.634 -0.086 0.587 0.02
H -4.871 -2.158 -5.647 0.11
H 4.057 -0.606 -1.942 0.06
H 3.778 0.456 -3.539 0.06
C 3.153 -1.031 -1.509 -0.03
C 3.703 2.062 -1.130 -0.17
H 2.479 1.376 8.740 0.04
H -5.439 -4.037 -4.112 0.12
H -2.493 0.308 -2.375 0.09
H -1.078 -0.624 -1.884 0.06
H -1.167 0.089 -3.486 0.07
C 2.750 2.670 -2.155 -0.13
H 2.260 1.692 0.409 0.12
H 1.937 -1.230 0.778 0.08
O 2.700 0.591 5.433 -0.26
H -2.754 -0.901 -5.231 0.13
N 1.345 0.586 -2.084 -0.06
S 3.314 1.000 3.976 0.56
O -1.620 2.837 4.554 -0.26
C 1.035 1.869 4.446 -0.84
H -4.204 -4.351 -0.577 0.09
H -1.450 -3.230 -4.570 0.06
S 0.394 4.947 5.067 0.38
C 2.168 0.028 -0.969 -0.48
H -1.993 3.618 4.993 0.07
O 4.592 1.563 4.177 -0.20
C 3.215 3.694 6.397 0.14
H -0.956 3.263 2.246 0.08
O 0.269 1.103 -1.568 -0.04
H -5.645 -2.467 -3.373 0.12
C -2.372 -1.696 -3.259 -0.48
C 1.697 1.600 5.814 -0.64
C -4.149 -2.508 -4.906 -0.18
H 0.913 1.981 9.308 0.04
P 0.740 0.724 7.171 0.97
H 3.725 4.624 6.419 0.05
```

Lowest unoccupied orbital energy: -0.39 eV
Orbital gap: 7.95 eV
HOMO energy: -8.344 eV
2S+1: 3
E: -93320.9008 eV
Largest force on an atom: 2.72 eV/Å
<S²>: 2.008

The following is a DFT calculation (ωB97M-V/def2-TZVPD) of a 2-piece molecular cluster, C4H4Br3ClN3S overall.

```
16
Properties=species:S:1:pos:R:3:lowdin_charge:R:1
H 1.073 -2.831 0.839 -0.06
H -0.155 2.065 1.589 0.07
N -0.675 0.216 1.083 -0.16
S 1.317 -1.561 1.171 0.99
Br -1.152 -0.091 -2.708 0.41
Br -3.718 -2.991 -0.344 0.86
Cl -2.407 2.217 1.050 0.83
C -1.987 0.577 0.840 -0.65
N 0.215 1.118 1.583 0.11
H 1.157 1.042 1.208 0.10
C -2.489 -1.715 0.244 -0.85
N -1.285 -2.120 0.450 0.08
C -0.280 -1.048 0.914 -0.55
Br -4.687 0.130 0.104 0.84
C -2.912 -0.361 0.432 -0.73
H -1.158 0.017 -4.094 -0.28
```

Lowest unoccupied orbital energy: -4.57 eV
Orbital gap: 8.68 eV
Charge: +1
HOMO energy: -13.253 eV
2S+1: 1
E: -242159.5632 eV
Largest force on an atom: 5.26 eV/Å

The following is a DFT calculation (ωB97M-V/def2-TZVPD) of CH4NP as an isolated structure.

```
7
Properties=species:S:1:pos:R:3:lowdin_charge:R:1
C 0.075 -0.756 0.903 -0.35
H -0.585 -1.420 -0.654 -0.07
P 0.411 -0.479 -0.714 0.58
N -0.268 1.121 -0.520 -0.36
H -0.293 1.934 -1.090 -0.04
H 0.150 1.546 0.662 0.18
H 0.510 -1.947 1.414 0.06
```

Lowest unoccupied orbital energy: -0.32 eV
Orbital gap: 8.35 eV
HOMO energy: -8.666 eV
2S+1: 1
E: -11874.2867 eV
Largest force on an atom: 6.42 eV/Å